# 1
81
Properties=species:S:1:pos:R:3:forces:R:3 method="wB97M-V/def2-TZVPD" charge=+1 e_tot_ev=-132632.2191 de_lowest_kj_mol=0.0 multiplicity=2 gap_ev="7.4 / 7.8" s2=0.793 lumo_ha="-0.09366 / -0.08255"
Fe 1.450 0.743 -0.645 0.006 -0.437 0.529
S -0.217 2.227 -1.466 0.073 -0.195 -0.071
P -1.358 0.859 -0.439 0.285 0.106 -0.265
C -0.218 -0.355 -0.138 -0.488 0.013 0.294
P 0.062 -1.730 -1.089 0.057 0.208 -0.169
S 1.985 -1.384 -1.689 -0.289 0.043 0.021
C -0.070 -3.303 -0.207 0.043 0.011 0.019
C 0.233 -4.493 -0.869 0.028 0.016 0.037
C 0.164 -5.697 -0.191 0.009 0.016 -0.035
C -0.217 -5.721 1.147 -0.017 -0.002 0.027
C -0.529 -4.541 1.806 0.004 -0.005 0.010
C -0.451 -3.331 1.129 -0.006 0.003 -0.046
C -0.980 -2.001 -2.547 0.016 -0.017 0.081
C -2.190 -2.679 -2.404 0.036 0.020 -0.051
C -3.007 -2.872 -3.506 -0.004 -0.006 0.022
C -2.616 -2.400 -4.752 -0.016 0.010 -0.006
C -1.418 -1.716 -4.894 0.027 0.008 0.002
C -0.600 -1.510 -3.792 -0.023 -0.038 -0.017
C -2.866 0.510 -1.378 0.057 -0.104 0.058
C -2.927 0.780 -2.742 -0.023 0.016 0.056
C -4.080 0.484 -3.452 -0.030 -0.011 -0.015
C -5.166 -0.093 -2.809 0.008 0.005 -0.021
C -5.104 -0.377 -1.452 0.013 0.011 0.061
C -3.958 -0.073 -0.733 -0.007 0.028 -0.056
C -1.968 1.615 1.087 -0.084 -0.085 -0.013
C -2.088 0.829 2.228 0.030 0.034 -0.011
C -2.634 1.362 3.388 0.027 0.012 0.002
C -3.057 2.683 3.406 -0.007 -0.013 0.042
C -2.950 3.468 2.265 0.015 0.029 -0.039
C -2.414 2.935 1.104 -0.001 -0.028 -0.015
H 0.521 -4.472 -1.914 0.008 -0.010 -0.005
H 0.402 -6.620 -0.702 -0.003 0.003 -0.001
H -0.275 -6.665 1.672 0.000 0.005 0.004
H -0.833 -4.563 2.844 0.000 -0.004 -0.003
H -0.691 -2.397 1.622 -0.035 0.000 0.002
H -2.486 -3.069 -1.438 -0.015 -0.001 0.008
H -3.945 -3.401 -3.393 -0.002 0.003 -0.009
H -3.249 -2.566 -5.614 0.002 0.000 0.002
H -1.112 -1.351 -5.866 -0.003 -0.001 0.002
H 0.345 -0.991 -3.897 -0.003 0.008 -0.010
H -2.077 1.230 -3.239 -0.005 -0.006 -0.004
H -4.129 0.703 -4.511 0.001 -0.001 0.003
H -6.066 -0.320 -3.366 0.003 0.003 -0.002
H -5.953 -0.821 -0.949 0.003 -0.001 -0.001
H -3.922 -0.273 0.330 0.001 -0.007 0.029
H -1.747 -0.199 2.196 -0.004 0.001 0.011
H -2.730 0.749 4.274 0.002 0.002 -0.001
H -3.478 3.103 4.311 -0.002 -0.002 -0.005
H -3.287 4.497 2.282 -0.004 -0.006 -0.006
H -2.331 3.542 0.209 -0.012 0.005 0.004
C 1.245 -0.096 2.754 -0.025 -0.030 -0.070
P 2.317 -0.096 1.280 0.151 -0.074 0.065
C 2.994 -1.779 1.375 -0.020 0.048 -0.066
C 3.708 0.966 1.806 -0.047 0.056 -0.025
C 4.788 0.573 2.587 0.026 -0.015 0.023
C 5.758 1.502 2.940 -0.024 -0.043 -0.006
C 5.646 2.823 2.529 0.000 0.041 -0.018
C 4.564 3.225 1.759 0.000 0.014 0.027
C 3.600 2.294 1.392 0.010 -0.032 -0.041
P 2.116 2.657 0.408 -0.130 0.018 0.039
C 2.574 4.040 -0.677 -0.014 -0.053 0.026
C 1.003 3.504 1.571 -0.019 -0.071 -0.038
H 1.848 -0.281 3.644 0.012 0.009 0.001
H 0.517 -0.895 2.625 0.009 0.004 0.041
H 0.699 0.837 2.866 0.023 0.017 -0.024
H 3.293 -1.984 2.404 0.010 -0.001 -0.007
H 3.843 -1.886 0.704 -0.004 -0.009 -0.008
H 2.229 -2.496 1.082 -0.008 -0.008 -0.002
H 4.886 -0.454 2.914 0.013 0.013 0.003
H 6.607 1.192 3.534 -0.003 0.000 0.001
H 6.407 3.540 2.805 -0.005 0.000 -0.003
H 4.484 4.258 1.441 0.012 0.000 0.007
H 3.458 3.803 -1.263 0.012 0.000 -0.009
H 2.769 4.924 -0.071 -0.001 0.009 -0.008
H 1.738 4.250 -1.343 0.023 0.016 -0.009
H 1.555 4.307 2.061 0.005 0.000 -0.006
H 0.607 2.830 2.328 -0.013 -0.018 -0.018
H 0.171 3.916 1.003 -0.013 0.020 0.021
N 3.639 1.475 -2.579 0.021 -0.215 0.103
C 2.835 1.174 -1.797 0.336 0.675 -0.424
H 4.329 1.542 -3.297 -0.008 -0.005 -0.028

=====

# 2
83
Properties=species:S:1:pos:R:3:forces:R:3 method="wB97M-V/def2-TZVPD" charge=+3 e_tot_ev=-97534.0921 multiplicity=1 gap_ev=5.0 lumo_ha=-0.35924
Ru -0.976 1.588 -0.539 1.043 -0.092 0.790
C -6.367 -0.244 -0.743 -0.038 -0.001 -0.043
S -4.926 -0.842 0.161 0.020 0.008 0.173
C -3.734 0.327 -0.214 -0.611 0.057 -0.696
S -2.194 0.083 0.761 0.319 0.007 0.734
N -3.925 1.342 -0.984 0.513 0.129 0.401
N -2.809 2.161 -1.169 -0.221 -0.530 0.073
C -2.902 3.309 -1.721 0.094 0.140 -0.084
C -1.638 4.074 -1.841 -0.145 -0.246 0.094
C -1.611 5.363 -2.322 -0.019 0.111 -0.044
C -0.393 6.041 -2.374 -0.030 0.021 -0.017
C 0.754 5.393 -1.962 0.013 0.017 -0.016
C 0.661 4.090 -1.484 -0.062 0.033 -0.009
N -0.500 3.445 -1.406 -0.455 -0.239 -0.523
H -7.227 -0.678 -0.237 0.005 -0.020 -0.010
H -6.333 -0.583 -1.775 0.016 0.029 -0.004
H -6.410 0.840 -0.692 -0.018 -0.006 0.044
H -3.857 3.698 -2.063 0.035 0.082 -0.010
H -2.529 5.837 -2.645 0.020 0.015 0.002
H -0.352 7.062 -2.731 -0.004 -0.032 -0.031
H 1.719 5.878 -2.008 -0.012 -0.004 0.033
H 1.539 3.554 -1.148 0.020 -0.035 0.002
C 2.622 -5.817 1.883 -0.020 0.076 0.003
S 2.743 -4.254 2.785 0.013 -0.137 -0.019
C 3.589 -3.247 1.537 -0.161 -0.058 0.022
C 2.626 -2.566 0.563 0.155 0.086 -0.005
C 1.670 -1.673 1.333 0.150 -0.197 -0.244
N 0.842 -0.799 0.423 -0.129 0.142 0.994
P 0.942 0.917 0.541 0.083 0.371 0.354
C 2.668 1.362 0.468 0.061 -0.048 -0.255
C 3.396 1.095 -0.700 0.000 0.018 -0.006
C 4.727 1.461 -0.785 0.003 0.019 0.002
C 5.337 2.104 0.289 0.017 -0.013 -0.012
C 4.618 2.383 1.443 -0.015 0.020 0.000
C 3.282 2.017 1.538 0.033 -0.053 -0.016
C 0.329 1.381 2.167 0.036 0.170 0.020
C 0.016 2.745 2.280 -0.105 -0.044 0.029
C -0.601 3.224 3.431 -0.036 0.007 -0.032
C -0.924 2.345 4.455 -0.008 0.016 0.014
C -0.636 0.990 4.334 0.004 -0.050 -0.042
C -0.012 0.503 3.192 -0.027 0.036 0.051
P -0.650 -1.246 -0.072 -0.091 -0.247 -1.259
C -0.817 -2.987 -0.007 -0.545 -0.057 0.311
C -1.249 -3.620 1.166 0.084 -0.015 -0.120
C -1.353 -4.999 1.182 -0.035 -0.001 0.002
C -1.047 -5.726 0.036 0.020 0.000 -0.044
C -0.627 -5.089 -1.129 -0.005 -0.075 -0.022
C -0.523 -3.712 -1.172 0.051 -0.016 0.215
C -0.978 -0.625 -1.704 -0.394 0.459 -0.425
C -2.240 -1.002 -2.214 0.041 -0.209 -0.460
C -2.681 -0.498 -3.414 -0.020 -0.128 0.133
C -1.904 0.428 -4.122 0.109 0.129 -0.050
C -0.669 0.797 -3.647 -0.029 0.009 -0.187
C -0.172 0.271 -2.438 -0.042 0.327 0.186
H 2.114 -6.519 2.541 0.003 -0.012 -0.014
H 3.615 -6.200 1.659 -0.010 -0.001 0.021
H 2.047 -5.712 0.962 -0.008 -0.009 0.023
H 4.285 -3.886 0.995 0.070 0.054 0.020
H 4.171 -2.504 2.085 0.037 0.012 -0.051
H 2.073 -3.324 0.005 -0.059 0.018 -0.025
H 3.187 -1.965 -0.159 0.013 -0.010 0.021
H 2.232 -1.013 1.996 -0.036 0.130 -0.047
H 1.021 -2.283 1.958 -0.027 0.017 0.008
H 2.934 0.592 -1.544 0.005 -0.027 0.022
H 5.292 1.252 -1.684 -0.008 -0.013 0.021
H 6.380 2.388 0.223 -0.034 -0.005 0.002
H 5.097 2.884 2.273 -0.012 -0.015 -0.010
H 2.729 2.239 2.440 0.017 -0.024 0.028
H 0.292 3.441 1.492 0.063 0.028 0.014
H -0.817 4.279 3.531 -0.007 -0.010 -0.004
H -1.398 2.716 5.355 0.010 -0.004 -0.019
H -0.894 0.310 5.136 0.031 0.024 -0.016
H 0.200 -0.556 3.117 0.041 0.028 0.039
H -1.507 -3.046 2.049 0.014 0.001 0.000
H -1.687 -5.506 2.078 0.014 0.003 -0.021
H -1.151 -6.804 0.045 0.033 0.016 0.012
H -0.391 -5.670 -2.011 -0.032 -0.005 0.023
H -0.204 -3.216 -2.081 -0.011 0.000 -0.003
H -2.857 -1.710 -1.670 0.087 -0.038 -0.079
H -3.635 -0.821 -3.812 0.011 0.025 -0.003
H -2.265 0.835 -5.058 0.014 -0.049 -0.007
H -0.042 1.465 -4.225 0.007 -0.011 0.019
H 0.867 0.430 -2.200 0.092 -0.099 0.026

=====

# 3
78
Properties=species:S:1:pos:R:3:forces:R:3 method="wB97M-V/def2-TZVPD" e_tot_ev=-101085.4968 de_lowest_kj_mol=162.9 multiplicity=3 gap_ev="7.8 / 6.9" s2=2.008 lumo_ha="-0.00428 / -0.03888"
Ni -0.888 -0.303 -1.274 1.261 0.997 0.950
C 2.014 1.059 -0.163 -0.523 0.011 -1.683
C 1.506 0.649 -1.353 1.544 1.297 0.008
C 2.148 -0.399 -2.207 0.005 -0.519 -0.485
C 1.508 -1.795 -2.087 0.173 0.184 -0.228
C 1.110 -2.192 -0.686 0.102 -0.698 0.184
C 1.891 -2.033 0.392 -0.754 -0.012 -0.031
C 3.137 -1.212 0.435 0.857 0.208 0.185
C 2.935 0.312 0.719 0.441 -0.690 0.203
C -2.190 -1.286 -0.386 -1.925 -0.997 0.222
H 1.757 2.055 0.195 -0.356 -0.362 0.137
H 0.815 1.330 -1.894 0.388 -0.214 0.415
H 3.223 -0.498 -2.010 -0.427 0.301 -0.182
H 2.050 -0.067 -3.252 0.161 -0.142 0.170
H 0.603 -1.838 -2.724 0.359 -0.172 0.076
H 2.250 -2.515 -2.485 -0.611 0.024 0.017
H 0.166 -2.758 -0.644 0.671 0.060 0.316
H 1.642 -2.510 1.349 -0.340 0.325 -0.429
H 3.734 -1.323 -0.482 -0.188 -0.130 0.443
H 3.755 -1.612 1.256 -0.062 0.236 -0.282
H 2.594 0.447 1.759 0.047 -0.002 -0.304
H 3.919 0.795 0.655 0.013 -0.072 0.185
H -2.682 -0.486 0.217 0.217 -0.673 -0.443
H -1.728 -2.013 0.320 -0.375 0.384 -0.583
H -2.954 -1.764 -1.059 0.650 0.157 0.754
P -2.254 -2.667 -8.617 0.047 0.086 -0.059
P -2.725 -5.564 -7.376 -0.004 -0.492 0.136
C -1.021 -3.985 -8.860 0.177 -1.350 0.762
C -1.197 -5.205 -8.285 0.274 1.317 -0.836
C -2.307 -2.057 -10.342 -0.496 0.225 -0.119
C -1.299 -2.258 -11.290 -0.222 0.397 -0.160
C -1.396 -1.674 -12.554 -0.243 -0.022 0.082
C -2.542 -0.956 -12.917 0.154 -0.306 0.471
C -3.605 -0.865 -12.005 0.071 0.219 -0.463
C -3.500 -1.404 -10.727 0.602 -0.083 -0.048
C -1.215 -1.444 -7.679 0.258 -0.254 -0.151
C -0.946 -1.772 -6.332 0.118 0.507 -0.362
C -0.231 -0.881 -5.530 -0.202 -0.047 -0.282
C 0.217 0.333 -6.062 0.043 -0.017 -0.249
C 0.006 0.631 -7.414 -0.216 -0.269 0.188
C -0.714 -0.256 -8.227 0.114 -0.059 0.523
C -3.155 -7.137 -8.248 0.088 -0.140 -0.127
C -3.618 -7.037 -9.575 0.050 -0.576 0.355
C -4.005 -8.192 -10.263 -0.022 0.150 0.176
C -3.945 -9.449 -9.649 0.202 0.300 -0.003
C -3.447 -9.543 -8.349 -0.118 0.094 0.011
C -3.057 -8.396 -7.645 -0.146 -0.114 -0.375
C -1.998 -6.220 -5.825 -0.269 -0.065 0.119
C -2.901 -6.322 -4.751 0.425 -0.055 -0.041
C -2.470 -6.828 -3.531 0.491 -0.155 0.086
C -1.128 -7.217 -3.369 -0.309 0.045 -0.243
C -0.242 -7.134 -4.443 0.076 0.093 -0.140
C -0.667 -6.636 -5.675 -0.574 0.096 0.391
H -0.126 -3.767 -9.457 -0.192 -0.238 0.448
H -0.461 -6.009 -8.386 -0.122 0.319 -0.249
H -0.437 -2.879 -11.063 -0.104 0.373 -0.068
H -0.563 -1.794 -13.243 -0.235 0.042 -0.013
H -2.599 -0.501 -13.908 -0.105 -0.117 0.318
H -4.518 -0.352 -12.312 0.213 -0.141 0.138
H -4.335 -1.337 -10.020 0.390 0.042 -0.270
H -1.289 -2.724 -5.926 -0.005 0.205 -0.054
H -0.033 -1.141 -4.487 -0.041 0.143 -0.369
H 0.748 1.043 -5.425 -0.101 -0.207 -0.209
H 0.393 1.554 -7.842 -0.091 -0.181 0.152
H -0.876 -0.032 -9.282 -0.001 -0.020 0.267
H -3.663 -6.059 -10.054 -0.068 -0.225 0.050
H -4.374 -8.100 -11.282 0.070 -0.052 0.140
H -4.262 -10.346 -10.193 0.145 0.401 0.259
H -3.374 -10.517 -7.869 -0.002 0.189 -0.075
H -2.670 -8.489 -6.629 -0.149 -0.004 -0.292
H -3.940 -5.998 -4.877 0.386 -0.107 0.000
H -3.170 -6.927 -2.704 0.164 0.063 -0.111
H -0.777 -7.594 -2.411 -0.120 0.047 -0.165
H 0.797 -7.456 -4.346 -0.318 0.084 0.140
H 0.025 -6.562 -6.511 -0.087 -0.080 0.288
O -0.230 1.490 2.507 -0.092 -0.268 -1.834
C -0.413 1.204 1.344 -0.500 -0.514 -0.208
N -0.567 0.902 0.186 -0.730 1.219 2.456